A gas-phase ion, C4H3BrN (charge +1) in a non-equilibrium geometry, computed with ωB97M-V with the def2-TZVPD basis set.

Gap between HOMO and LUMO (alpha / beta): 6.810 / 6.395 eV
Molar mass: 144.98 g mol⁻¹
Net charge: +1
Largest force on an atom: 2.9 eV Å⁻¹

CARTESIAN COORDINATES (ANGSTROEM)
C (0.33, 1.86, 0.02)
N (0.90, 0.86, -0.07)
Br (-2.86, -0.01, -0.02)
C (1.14, -0.46, -0.14)
H (0.09, -2.12, -0.19)
C (-0.11, -1.14, -0.01)
C (-1.24, -0.57, 0.39)
H (-0.20, 2.58, 0.60)
H (1.96, -1.00, -0.57)

Charges per atom according to natural (NBO) partitioning, unit e: 0.291, -0.192, 0.456, -0.147, 0.301, -0.296, 0.031, 0.278, 0.278


A single C4H3BrO molecule in a non-equilibrium geometry, computed with ωB97M-V with the def2-TZVPD basis set.

Gap between HOMO and LUMO: 10.153 eV
Molar mass: 146.97 g mol⁻¹
SMILES: C#C[C@@]1(Br)CO1
Largest force on an atom: 5.3 eV Å⁻¹

CARTESIAN COORDINATES (ANGSTROEM)
C (0.25, 1.42, 0.24)
C (0.08, -1.06, -0.24)
Br (-2.25, 0.08, 0.33)
H (1.29, 1.27, 0.65)
O (0.04, 1.23, -1.18)
C (-0.52, 0.18, -0.45)
H (0.93, -3.12, 0.10)
C (0.59, -2.15, -0.12)
H (-0.40, 2.14, 0.68)

Charges per atom according to natural (NBO) partitioning, unit e: -0.076, -0.081, 0.059, 0.200, -0.433, 0.080, 0.236, -0.178, 0.193


2 unconnected molecules or ions with the total composition C4H3BrOS in a non-equilibrium geometry, computed with ωB97M-V with the def2-TZVPD basis set.

Gap between HOMO and LUMO (alpha / beta): 7.767 / 7.707 eV
Molar mass: 179.04 g mol⁻¹
Largest force on an atom: 5.3 eV Å⁻¹

CARTESIAN COORDINATES (ANGSTROEM)
C (0.05, -0.77, -0.03)
O (2.86, 0.53, 0.07)
C (-1.59, 0.92, -0.08)
C (-1.32, -0.41, -0.07)
H (-2.18, -1.20, 0.08)
Br (3.49, -1.04, 0.18)
S (-0.15, 1.87, -0.09)
H (0.61, -1.75, 0.17)
C (0.69, 0.45, -0.04)
H (-2.46, 1.41, -0.20)

Charges per atom according to natural (NBO) partitioning, unit e: -0.378, -0.684, -0.413, -0.229, 0.240, 0.365, 0.499, 0.277, 0.091, 0.231


A molecular structure, C4H3CaO5 in a non-equilibrium geometry, computed with ωB97M-V with the def2-TZVPD basis set.

Gap between HOMO and LUMO (alpha / beta): 4.599 / 7.295 eV
Expectation value of S²: 0.7759
Multiplicity: 2
Molar mass: 171.14 g mol⁻¹
Largest force on an atom: 2.8 eV Å⁻¹

CARTESIAN COORDINATES (ANGSTROEM)
O (-2.62, 2.32, 1.28)
C (2.24, 0.50, -1.28)
O (-1.50, 0.63, 0.58)
C (0.32, -0.59, -0.34)
H (-1.81, -1.01, -0.65)
C (-1.02, -0.30, -0.38)
H (0.50, -1.66, -0.50)
O (2.54, 1.08, -0.17)
O (-2.46, 1.98, -0.94)
Ca (1.32, 0.52, 1.36)
O (2.95, 0.24, -2.23)
C (-2.27, 1.64, 0.20)
H (-3.00, 3.17, 1.03)

Charges per atom according to natural (NBO) partitioning, unit e: -0.687, 0.733, -0.577, -0.854, 0.174, -0.014, 0.202, -0.973, -0.608, 1.726, -0.603, 0.975, 0.506


A molecular structure, C4H3CdO4 in a non-equilibrium geometry, computed with ωB97M-V with the def2-TZVPD basis set.

Gap between HOMO and LUMO (alpha / beta): 7.807 / 5.858 eV
Molar mass: 227.48 g mol⁻¹
Net charge: +1
Largest force on an atom: 6.3 eV Å⁻¹

CARTESIAN COORDINATES (ANGSTROEM)
H (-2.33, -1.57, 0.13)
Cd (4.56, 0.71, 0.15)
C (1.86, -0.39, -0.19)
C (-0.30, -1.20, 0.11)
C (-1.58, -0.78, 0.09)
O (-1.43, 1.65, -0.03)
H (1.98, -1.48, 0.07)
O (2.73, 0.46, 0.00)
O (0.62, -0.06, -0.14)
O (-3.41, 0.71, -0.10)
C (-2.21, 0.56, 0.01)
H (-0.49, 1.39, -0.09)

Charges per atom according to natural (NBO) partitioning, unit e: 0.290, 0.966, 0.729, 0.428, -0.414, -0.631, 0.179, -0.805, -0.491, -0.464, 0.726, 0.487


A single C4H3Cl2N molecule in a non-equilibrium geometry, computed with ωB97M-V with the def2-TZVPD basis set.

Gap between HOMO and LUMO: 9.192 eV
Molar mass: 135.98 g mol⁻¹
SMILES: C=C=N/C(Cl)=C/Cl
Largest force on an atom: 5.4 eV Å⁻¹

CARTESIAN COORDINATES (ANGSTROEM)
Cl (2.78, 1.15, 0.07)
H (0.18, -1.58, 0.11)
N (0.23, 1.11, -0.28)
C (1.30, 0.33, -0.11)
C (-0.89, 0.72, -0.08)
C (-2.13, 0.45, 0.05)
C (1.17, -0.98, 0.03)
H (-2.52, -0.21, -0.55)
H (-2.65, 1.00, 0.83)
Cl (2.54, -2.00, -0.07)

Charges per atom according to natural (NBO) partitioning, unit e: 0.058, 0.241, -0.456, 0.063, 0.486, -0.620, -0.286, 0.232, 0.255, 0.028


A molecular structure, C4H3Cl3N2 in a non-equilibrium geometry, computed with ωB97M-V with the def2-TZVPD basis set.

Gap between HOMO and LUMO (alpha / beta): 7.009 / 6.757 eV
Expectation value of S²: 2.0185
Multiplicity: 3
Molar mass: 185.44 g mol⁻¹
Largest force on an atom: 7.5 eV Å⁻¹

CARTESIAN COORDINATES (ANGSTROEM)
C (-0.07, -0.15, -0.10)
C (0.21, -1.32, 0.79)
N (0.47, -0.52, 2.47)
Cl (-2.80, -2.72, 2.67)
H (0.50, 0.82, 0.28)
Cl (-1.19, -0.77, 4.62)
H (-1.04, 0.18, 0.11)
C (-0.53, -0.99, 3.04)
C (-1.35, -1.95, 2.18)
Cl (1.79, -2.07, 0.61)
H (0.11, -0.51, -1.19)
N (-0.87, -2.12, 1.02)

Charges per atom according to natural (NBO) partitioning, unit e: -0.688, 0.347, -0.207, 0.064, 0.254, 0.068, 0.237, 0.001, 0.091, 0.065, 0.261, -0.494


A single C4H3ClF4O molecule in a non-equilibrium geometry, computed with ωB97M-V with the def2-TZVPD basis set.

Gap between HOMO and LUMO: 11.566 eV
Molar mass: 178.51 g mol⁻¹
SMILES: CO[C@@]1(F)C(F)(F)[C@]1(F)Cl
Largest force on an atom: 2.7 eV Å⁻¹

CARTESIAN COORDINATES (ANGSTROEM)
C (-1.26, -0.26, 0.42)
F (-0.05, -2.23, 1.31)
C (0.02, -0.43, -0.44)
F (-1.37, -2.47, -0.59)
H (0.64, 1.99, 0.36)
C (-0.66, -1.63, 0.22)
Cl (-2.82, 0.01, -0.45)
F (-0.16, -0.35, -1.74)
H (2.41, 1.75, 0.50)
O (1.31, 0.03, 0.00)
H (1.61, 1.81, -1.12)
F (-1.19, 0.30, 1.62)
C (1.51, 1.46, -0.08)

Charges per atom according to natural (NBO) partitioning, unit e: 0.235, -0.294, 0.515, -0.291, 0.183, 0.598, -0.005, -0.292, 0.209, -0.498, 0.186, -0.284, -0.263


A single C4H3ClFNS molecule in a non-equilibrium geometry, computed with ωB97M-V with the def2-TZVPD basis set.

Gap between HOMO and LUMO: 8.746 eV
Molar mass: 151.59 g mol⁻¹
SMILES: Fc1cc(S)c(Cl)[nH]1
Largest force on an atom: 1.0 eV Å⁻¹

CARTESIAN COORDINATES (ANGSTROEM)
Cl (-1.00, -2.08, -0.24)
N (0.85, -0.38, -1.20)
C (-0.12, -0.60, -0.26)
H (1.11, -0.99, -1.93)
C (-0.22, 0.48, 0.57)
S (-1.28, 0.74, 1.95)
H (-1.91, -0.44, 1.90)
C (1.36, 0.86, -0.97)
H (0.94, 2.42, 0.54)
C (0.76, 1.44, 0.11)
F (2.32, 1.33, -1.76)

Charges per atom according to natural (NBO) partitioning, unit e: 0.026, -0.549, 0.041, 0.429, -0.232, 0.043, 0.140, 0.539, 0.243, -0.386, -0.295


2 unconnected molecules or ions with the total composition C4H3ClFNS in a non-equilibrium geometry, computed with ωB97M-V with the def2-TZVPD basis set.

Gap between HOMO and LUMO: 7.280 eV
Molar mass: 151.59 g mol⁻¹
Largest force on an atom: 7.5 eV Å⁻¹

CARTESIAN COORDINATES (ANGSTROEM)
C (0.09, 0.29, 0.75)
C (1.15, -0.49, -0.17)
F (2.18, -0.96, 0.54)
H (0.47, 0.61, 1.79)
Cl (1.98, 0.26, -1.57)
N (-0.88, 2.34, -0.56)
H (-0.04, -2.02, 0.61)
C (-0.35, -0.99, 0.03)
S (-1.53, -1.17, -1.09)
C (-0.35, 1.58, 0.19)
H (-2.72, 0.54, -0.50)

Charges per atom according to natural (NBO) partitioning, unit e: -0.390, 0.371, -0.320, 0.293, -0.010, -0.290, 0.268, -0.511, 0.156, 0.278, 0.157


A single C4H3ClN2O molecule in a non-equilibrium geometry, computed with ωB97M-V with the def2-TZVPD basis set.

Gap between HOMO and LUMO: 9.398 eV
Molar mass: 130.53 g mol⁻¹
SMILES: O=C=C/C=N\C=N\Cl
Largest force on an atom: 3.4 eV Å⁻¹

CARTESIAN COORDINATES (ANGSTROEM)
H (-2.28, -1.01, -0.94)
N (-0.06, 1.22, 0.16)
H (-2.07, 1.28, -0.48)
C (-0.78, -1.70, -0.11)
H (1.14, 0.93, 1.64)
N (2.06, 0.67, -0.41)
O (-0.15, -2.63, 0.22)
C (-1.15, 0.75, -0.20)
C (1.17, 0.82, 0.48)
C (-1.48, -0.64, -0.45)
Cl (3.60, 0.30, 0.11)

Charges per atom according to natural (NBO) partitioning, unit e: 0.264, -0.422, 0.194, 0.788, 0.186, -0.489, -0.413, 0.187, 0.226, -0.634, 0.112


A single C4H3ClN2O3 molecule in a non-equilibrium geometry, computed with ωB97M-V with the def2-TZVPD basis set.

Gap between HOMO and LUMO: 9.530 eV
Molar mass: 162.53 g mol⁻¹
Largest force on an atom: 4.6 eV Å⁻¹

CARTESIAN COORDINATES (ANGSTROEM)
N (-1.49, 0.99, 0.70)
H (0.95, 0.47, 2.41)
C (1.04, -1.20, -1.13)
O (2.08, -0.74, -1.31)
C (-0.29, 0.47, 0.60)
Cl (0.70, -2.93, -1.04)
O (-1.99, -1.00, -2.09)
C (0.83, 0.99, 1.43)
O (-2.30, 0.57, -0.38)
N (-1.46, -0.42, -1.19)
H (1.70, 1.12, 0.90)
C (-0.28, -0.35, -0.61)
H (0.51, 2.03, 1.71)

Charges per atom according to natural (NBO) partitioning, unit e: -0.077, 0.244, 0.555, -0.454, 0.157, -0.022, -0.344, -0.655, -0.213, 0.391, 0.240, -0.073, 0.251